C3H4S2 | ωB97M-V/def2-TZVPD

Geometry (Å):
C -1.123 -0.684 -0.258
C -1.146 0.404 0.518
S 0.325 1.319 0.738
C 1.494 0.152 -0.165
S 0.405 -1.131 -1.091
H -1.974 -1.353 -0.446
H -2.068 0.906 0.842
H 2.159 0.698 -0.805
H 1.928 -0.311 0.667

- HOMO-LUMO gap: 8.5 eV
- Structure (SMILES): C1=CSCS1
- Calculated total energy: -24845.2563 eV

C29H40CoGeN3O4 | ωB97M-V/def2-TZVPD

Geometry (Å):
Co 0.012 0.375 -1.295
O 1.917 3.931 -2.068
C 1.202 2.849 -1.831
O 1.611 1.886 -1.262
C -0.211 2.941 -2.320
C -0.722 4.082 -2.901
C -2.057 4.102 -3.259
C -2.812 2.981 -3.011
C -2.217 1.861 -2.444
N -0.923 1.844 -2.120
C -2.979 0.602 -2.061
O -4.266 0.507 -2.411
O -2.474 -0.250 -1.403
H 2.808 3.779 -1.717
H -0.069 4.930 -3.063
H -2.505 4.983 -3.704
H -3.869 3.006 -3.238
H -4.545 1.192 -3.026
C -1.887 1.005 5.455
C -2.736 0.247 4.420
C -4.157 0.818 4.422
C -2.804 -1.239 4.803
C -2.066 0.421 3.061
C -2.492 1.364 2.133
C -1.840 1.477 0.923
N -0.783 0.746 0.583
C -0.326 -0.138 1.484
C -0.953 -0.337 2.702
C 0.899 -0.873 1.072
C 1.779 -1.408 1.990
C 2.961 -2.022 1.572
C 3.165 -2.075 0.201
C 2.240 -1.514 -0.663
N 1.127 -0.909 -0.257
C 3.937 -2.603 2.590
C 3.262 -3.804 3.272
C 4.279 -1.537 3.642
C 5.234 -3.071 1.927
H -2.332 0.899 6.447
H -1.832 2.070 5.215
H -0.869 0.609 5.493
H -4.632 0.609 5.382
H -4.770 0.368 3.636
H -4.162 1.904 4.288
H -3.396 -1.349 5.714
H -1.817 -1.659 5.008
H -3.277 -1.832 4.015
H -3.341 2.005 2.327
H -2.186 2.195 0.186
H -0.578 -1.106 3.364
H 1.555 -1.316 3.045
H 4.044 -2.540 -0.221
H 2.394 -1.568 -1.730
H 2.351 -3.507 3.798
H 3.944 -4.249 4.002
H 2.998 -4.571 2.539
H 3.404 -1.229 4.218
H 4.711 -0.649 3.172
H 5.011 -1.940 4.345
H 5.061 -3.908 1.246
H 5.930 -3.410 2.696
H 5.717 -2.262 1.373
C 0.809 -1.539 -5.924
Ge -0.094 -0.161 -4.869
C 0.630 1.583 -5.400
C -1.998 -0.258 -5.352
C 0.351 -0.581 -3.012
H 0.703 -1.354 -6.999
H 0.374 -2.517 -5.701
H 1.874 -1.568 -5.682
H 0.581 1.696 -6.486
H 1.679 1.663 -5.097
H 0.074 2.412 -4.955
H -2.082 -0.629 -6.376
H -2.485 0.722 -5.316
H -2.526 -0.955 -4.700
H 1.445 -0.623 -3.071
H -0.001 -1.602 -2.816

- Total charge: +1
- HOMO-LUMO gap (alpha / beta): 7.3 / 7.2 eV
- Calculated total energy: -137522.4169 eV
- 2S+1: 2